Entry from OMol25: a cluster of 2 separate species, CHN4 in total (wB97M-V/def2-TZVPD).

Net charge = -1
E_LUMO (alpha / beta) = 4.88 / 4.88 eV

Last columns: bonded neighbours and bond lengths (Å).
Geometry (Å):
1 N -0.68 -0.90 -1.71  N3 1.608, N6 1.248
2 H 0.00 0.05 0.10  C5 1.058
3 N 0.16 -1.92 -0.79  N1 1.608, N6 1.306
4 N 1.01 0.04 2.04  C5 1.152
5 C 0.36 0.03 1.10  H2 1.058, N4 1.152
6 N -0.55 -2.13 -1.87  N1 1.248, N3 1.306



Entry from OMol25: an isolated molecule of CHNO (wB97M-V/def2-TZVPD).

E_LUMO = 0.78 eV

Last columns: bonded neighbours and bond lengths (Å).
Geometry (Å):
1 O 1.30 -0.16 -1.36  N2 1.349
2 N 0.37 -0.02 -0.39  O1 1.349, C3 1.239
3 C -0.52 0.10 0.46  N2 1.239, H4 1.045
4 H -1.16 0.08 1.29  C3 1.045



Entry from OMol25: a cluster of 2 separate species, CHNO2S in total (wB97M-V/def2-TZVPD).

E_LUMO (alpha / beta) = -1.93 / -1.93 eV

Last columns: bonded neighbours and bond lengths (Å).
Geometry (Å):
1 N -0.04 -0.02 0.81  O3 1.203, O4 1.210, C6 1.428
2 H 0.58 1.45 -1.32  no bonds
3 O -0.52 0.98 1.28  N1 1.203
4 O 0.47 -0.94 1.40  N1 1.210
5 S -0.47 -1.32 -1.55  C6 1.566
6 C -0.03 -0.15 -0.61  N1 1.428, S5 1.566



Entry from OMol25: an isolated molecule of CHNO2S (wB97M-V/def2-TZVPD).

E_LUMO = -2.43 eV

Last columns: bonded neighbours and bond lengths (Å).
Geometry (Å):
1 H 0.31 0.08 0.00  C3 1.084
2 S -0.95 -1.96 -0.01  C3 1.604
3 C -0.67 -0.38 0.00  H1 1.084, S2 1.604, N5 1.432
4 O -2.95 0.02 0.10  N5 1.324
5 N -1.74 0.56 0.00  C3 1.432, O4 1.324, O6 1.200
6 O -1.51 1.74 -0.09  N5 1.200



Entry from OMol25: an isolated molecule of CHNO2S (wB97M-V/def2-TZVPD).

E_LUMO = -2.05 eV

Last columns: bonded neighbours and bond lengths (Å).
Geometry (Å):
1 S -0.17 -2.01 0.12  C5 1.600
2 H 1.59 -0.30 -0.10  C5 1.193
3 O -1.54 0.51 -0.39  N4 1.206
4 N -0.41 0.65 -0.01  O3 1.206, C5 1.450, O6 1.210
5 C 0.43 -0.53 0.03  S1 1.600, H2 1.193, N4 1.450
6 O 0.10 1.69 0.35  N4 1.210



Entry from OMol25: a cluster of 2 separate species, CHNO3S in total (wB97M-V/def2-TZVPD).

E_LUMO = -0.66 eV

Last columns: bonded neighbours and bond lengths (Å).
Geometry (Å):
1 O -4.64 -1.12 -0.64  S7 1.393
2 H 0.16 0.78 1.07  C3 1.165
3 C -0.24 -0.08 0.39  H2 1.165, N5 1.128
4 O -4.02 -0.13 1.50  S7 1.427
5 N -0.42 -1.10 -0.06  C3 1.128
6 O -2.75 0.45 -0.56  S7 1.439
7 S -3.79 -0.30 0.10  O1 1.393, O4 1.427, O6 1.439



Entry from OMol25: a cluster of 2 separate species, CHNO3S in total (wB97M-V/def2-TZVPD).

E_LUMO = 0.05 eV

Last columns: bonded neighbours and bond lengths (Å).
Geometry (Å):
1 O 1.01 0.35 -0.91  H3 0.992, N6 1.302
2 O 0.24 1.42 -3.67  C7 1.154
3 H 1.59 -0.41 -0.63  O1 0.992
4 S -1.59 2.90 -2.28  C7 1.572
5 O -0.41 -1.14 -1.38  N6 1.197
6 N -0.01 -0.03 -1.62  O1 1.302, O5 1.197
7 C -0.55 2.03 -3.08  O2 1.154, S4 1.572



Entry from OMol25: an isolated molecule of CHNO3S (wB97M-V/def2-TZVPD).

E_LUMO = -0.02 eV

Last columns: bonded neighbours and bond lengths (Å).
Geometry (Å):
1 N 0.58 1.15 -0.19  C3 1.350, O7 1.383
2 O 0.29 -0.99 0.56  C3 1.265, S4 1.793
3 C 1.05 -0.07 0.13  N1 1.350, O2 1.265, H5 1.047
4 S -1.39 -0.39 0.38  O2 1.793, O6 1.399, O7 1.708
5 H 2.07 -0.02 -0.10  C3 1.047
6 O -1.82 -0.85 -0.87  S4 1.399
7 O -0.77 1.17 0.09  N1 1.383, S4 1.708



Entry from OMol25: a cluster of 2 separate species, CHNO3S in total (wB97M-V/def2-TZVPD).

E_LUMO (alpha / beta) = -0.48 / -5.61 eV
Multiplicity = 3
⟨S²⟩ = 2.02

Last columns: bonded neighbours and bond lengths (Å).
Geometry (Å):
1 O 0.98 1.28 -1.17  S7 1.433
2 N 0.18 -2.30 -0.98  C3 1.152
3 C -0.64 -2.12 -0.20  N2 1.152, H4 1.058
4 H -1.35 -2.01 0.57  C3 1.058
5 O -0.17 2.85 0.36  S7 1.419
6 O 0.50 0.69 1.28  S7 1.464
7 S 0.50 1.61 0.14  O1 1.433, O5 1.419, O6 1.464



Entry from OMol25: a cluster of 2 separate species, CHNO4 in total (wB97M-V/def2-TZVPD).

E_LUMO = -1.58 eV

Last columns: bonded neighbours and bond lengths (Å).
Geometry (Å):
1 O 0.63 0.91 -0.01  O3 1.450, C5 1.218
2 O -0.84 -0.32 -2.05  N4 1.209
3 O 1.32 1.24 1.22  O1 1.450
4 N -0.68 -0.68 -0.91  O2 1.209, C5 1.440, O7 1.225
5 C -0.28 0.14 0.21  O1 1.218, N4 1.440
6 H 0.62 0.58 2.16  no bonds
7 O -0.78 -1.86 -0.60  N4 1.225



Entry from OMol25: an isolated molecule of CHNO4 (wB97M-V/def2-TZVPD).

E_LUMO = -0.36 eV

Last columns: bonded neighbours and bond lengths (Å).
Geometry (Å):
1 O -2.17 0.71 -0.12  N6 1.186
2 H 1.24 -0.88 -0.70  C5 1.121
3 O -1.07 -1.05 0.36  N6 1.181
4 O 2.07 0.32 0.52  C5 1.171
5 C 1.11 0.05 -0.10  H2 1.121, O4 1.171, O7 1.329
6 N -1.18 0.08 0.04  O1 1.186, O3 1.181, O7 1.380
7 O 0.00 0.78 0.00  C5 1.329, N6 1.380



Entry from OMol25: a cluster of 2 separate species, CHNO4 in total (wB97M-V/def2-TZVPD).

E_LUMO (alpha / beta) = 0.13 / -3.42 eV
Multiplicity = 3
⟨S²⟩ = 2.01

Last columns: bonded neighbours and bond lengths (Å).
Geometry (Å):
1 N -0.84 -0.30 0.73  O2 1.217, O4 1.211, C6 1.458
2 O -0.36 -0.87 1.69  N1 1.217
3 O 1.33 -0.21 -0.25  O5 1.252, C6 1.282
4 O -2.02 -0.06 0.56  N1 1.211
5 O 2.12 0.18 -1.14  O3 1.252
6 C 0.10 0.15 -0.29  N1 1.458, O3 1.282
7 H -0.32 1.11 -1.30  no bonds



F_max
In order: 2.2; 10.1; 5.0; 6.0; 3.6; 5.4; 3.3; 7.4; 9.5; 5.4; 4.0; 9.1
Unit: eV Å⁻¹